No. 1
{
  "formula": "C8H18OS2",
  "method": "wB97M-V/def2-TZVPD",
  "species": ["C", "C", "C", "C", "C", "C", "C", "C", "H", "H", "H", "H", "H", "H", "H", "H", "H", "H", "H", "H", "H", "H", "H", "H", "H", "H", "O", "S", "S"],
  "coordinates": [[-1.874, 4.696, 0.689], [-0.464, 3.918, 0.498], [-0.561, 2.920, -0.728], [0.769, 2.194, -1.140], [0.019, -2.100, 0.390], [1.154, -2.718, -0.394], [1.610, -3.935, 0.246], [0.546, -5.000, 0.432], [-2.420, 5.036, -0.394], [-2.431, 3.730, 0.902], [-1.828, 5.539, 1.531], [-0.173, 3.102, 1.309], [0.455, 4.482, 0.455], [-0.882, 3.537, -1.701], [-1.501, 2.257, -0.478], [1.593, 2.904, -0.987], [0.742, 2.009, -2.321], [-0.921, -2.696, 0.540], [0.183, -1.719, 1.370], [1.896, -1.999, -0.708], [0.774, -2.889, -1.387], [2.526, -4.085, -0.350], [2.019, -3.655, 1.168], [0.188, -4.731, 1.827], [-0.722, -4.653, -0.419], [1.039, -6.175, 0.041], [-1.891, -0.078, 0.220], [0.845, 0.661, -0.068], [-0.689, -0.554, -0.543]],
  "mol_weight_g_mol": 194.36,
  "total_energy_ha": -1186.95289,
  "max_force_ev_per_a": 4.92,
  "homo_lumo_gap_ev": 9.40,
  "relative_energy_kj_mol": 658.0,
  "spin_multiplicity": 1,
  "charge": 0
}

---

No. 2
{
  "formula": "C8H18OSi2",
  "method": "wB97M-V/def2-TZVPD",
  "species": ["C", "Si", "C", "Si", "O", "C", "C", "C", "C", "C", "C", "H", "H", "H", "H", "H", "H", "H", "H", "H", "H", "H", "H", "H", "H", "H", "H", "H", "H"],
  "coordinates": [[-3.122, 0.327, 1.714], [-3.018, -0.107, -0.145], [-3.029, 1.548, -1.089], [-0.893, -1.410, -0.689], [-0.947, -2.866, 0.065], [0.752, -0.548, -0.296], [0.927, 0.763, -0.434], [2.223, 1.493, -0.246], [3.292, 0.625, 0.414], [3.257, -0.778, -0.181], [1.908, -1.428, 0.112], [-2.172, 0.716, 2.079], [-3.875, 1.091, 1.894], [-3.379, -0.536, 2.324], [-4.248, -0.846, -0.495], [-2.326, 2.253, -0.653], [-2.758, 1.416, -2.133], [-4.011, 2.016, -1.061], [-0.836, -1.892, -2.074], [-0.981, -2.953, 1.011], [0.094, 1.382, -0.743], [2.572, 1.822, -1.233], [2.053, 2.398, 0.345], [4.278, 1.074, 0.269], [3.107, 0.566, 1.490], [4.064, -1.386, 0.236], [3.403, -0.714, -1.262], [1.830, -1.639, 1.186], [1.836, -2.388, -0.407]],
  "mol_weight_g_mol": 186.40,
  "total_energy_ha": -969.87955,
  "max_force_ev_per_a": 1.33,
  "smiles": "C[SiH](C)[Si@H](O)C1=CCCCC1",
  "homo_lumo_gap_ev": 9.41,
  "relative_energy_kj_mol": 0.0,
  "spin_multiplicity": 1,
  "charge": 0
}

---

No. 3
{
  "formula": "C8H18Si",
  "method": "wB97M-V/def2-TZVPD",
  "species": ["C", "C", "C", "C", "C", "C", "C", "C", "Si", "H", "H", "H", "H", "H", "H", "H", "H", "H", "H", "H", "H", "H", "H", "H", "H", "H", "H"],
  "coordinates": [[-0.833, -1.349, -0.091], [0.703, -1.147, 0.221], [-1.357, -0.114, -0.823], [0.893, 0.270, 0.679], [-0.739, 1.125, -0.360], [1.234, -2.292, 1.261], [-1.074, -0.391, -2.394], [1.988, 1.187, 0.223], [-1.291, 2.349, 0.966], [-1.087, -2.330, -0.522], [-1.413, -1.427, 0.904], [1.342, -1.279, -0.621], [-2.480, -0.068, -0.758], [0.521, 0.480, 1.726], [-0.260, 1.755, -1.178], [0.709, -2.554, 2.067], [2.195, -2.096, 1.614], [1.451, -3.168, 0.655], [-0.027, -0.500, -2.448], [-1.637, 0.421, -2.847], [-1.499, -1.277, -2.676], [2.173, 1.155, -0.831], [2.905, 0.769, 0.554], [1.740, 2.220, 0.525], [-1.647, 1.878, 2.280], [-2.523, 3.240, 0.712], [0.014, 3.140, 1.161]],
  "mol_weight_g_mol": 142.32,
  "total_energy_ha": -604.97790,
  "max_force_ev_per_a": 5.30,
  "homo_lumo_gap_ev": 9.48,
  "relative_energy_kj_mol": 251.9,
  "spin_multiplicity": 1,
  "charge": 0
}

---

No. 4
{
  "formula": "C8H18Si",
  "method": "wB97M-V/def2-TZVPD",
  "species": ["C", "C", "C", "C", "C", "C", "C", "C", "Si", "H", "H", "H", "H", "H", "H", "H", "H", "H", "H", "H", "H", "H", "H", "H", "H", "H", "H"],
  "coordinates": [[0.216, 0.700, -3.016], [1.228, -0.374, -2.966], [0.095, -0.303, -1.893], [-1.140, 0.699, 2.460], [-2.382, -1.442, 1.176], [1.327, 1.697, 0.126], [1.942, -1.501, 0.180], [-1.646, -0.081, 1.145], [0.710, -0.024, -0.163], [0.377, 1.655, -2.673], [-0.668, 0.707, -3.677], [1.184, -1.243, -3.563], [2.183, -0.186, -2.575], [-0.750, -1.040, -2.035], [-0.512, -0.041, 2.949], [-0.658, 1.563, 2.206], [-2.037, 0.921, 3.021], [-3.343, -1.338, 0.756], [-2.481, -1.799, 2.295], [-1.942, -2.225, 0.519], [1.569, 1.795, 1.180], [2.186, 1.968, -0.486], [0.568, 2.486, -0.089], [1.333, -2.330, -0.143], [2.854, -1.265, -0.326], [2.014, -1.741, 1.272], [-2.246, 0.657, 0.582]],
  "mol_weight_g_mol": 142.32,
  "total_energy_ha": -604.97460,
  "max_force_ev_per_a": 5.26,
  "homo_lumo_gap_ev": 8.22,
  "relative_energy_kj_mol": 260.5,
  "spin_multiplicity": 1,
  "charge": 0
}

---

No. 5
{
  "formula": "C8H19BaF3O7",
  "method": "wB97M-V/def2-TZVPD",
  "species": ["Ba", "O", "H", "C", "O", "O", "C", "F", "F", "F", "C", "C", "H", "H", "H", "H", "H", "H", "O", "C", "C", "O", "H", "H", "H", "H", "C", "O", "H", "H", "H", "H", "C", "O", "H", "H", "H", "H"],
  "coordinates": [[1.607, 1.879, 1.725], [0.316, 2.230, 5.807], [-0.383, 1.585, 5.581], [-2.869, -1.051, -3.434], [-2.651, -2.250, -4.248], [-1.604, -0.795, -2.930], [-3.736, 0.104, -4.165], [-3.260, 0.697, -5.308], [-4.959, -0.273, -4.527], [-3.820, 1.114, -3.372], [-3.812, -3.088, -4.514], [-3.372, -4.136, -5.567], [-2.538, -4.748, -5.223], [-4.073, -4.853, -5.994], [-3.017, -3.691, -6.496], [-4.725, -2.605, -4.862], [-4.030, -3.654, -3.609], [-3.476, -1.282, -2.560], [5.359, -1.344, 1.287], [6.638, -0.678, 1.235], [7.095, 0.258, 2.490], [6.321, 1.433, 2.750], [6.429, 0.012, 0.417], [7.394, -1.398, 0.922], [8.134, 0.523, 2.690], [6.875, -0.290, 3.406], [-0.128, -3.338, 4.954], [0.139, -2.607, 3.735], [-0.139, -4.427, 4.915], [0.517, -2.837, 5.675], [-1.087, -2.980, 5.328], [0.993, -2.913, 3.423], [-1.017, 7.683, 1.572], [0.114, 6.876, 1.869], [-0.691, 8.721, 1.495], [-1.436, 7.359, 0.620], [-1.806, 7.635, 2.322], [0.695, 7.128, 2.591]],
  "mol_weight_g_mol": 421.56,
  "total_energy_ha": -1167.57248,
  "max_force_ev_per_a": 4.23,
  "homo_lumo_gap_ev": 2.85,
  "relative_energy_kj_mol": 13.7,
  "spin_multiplicity": 1,
  "charge": -2
}

---

No. 6
{
  "formula": "C8H19BrN",
  "method": "wB97M-V/def2-TZVPD",
  "species": ["C", "C", "N", "C", "C", "C", "C", "C", "C", "Br", "H", "H", "H", "H", "H", "H", "H", "H", "H", "H", "H", "H", "H", "H", "H", "H", "H", "H", "H"],
  "coordinates": [[-1.023, -2.425, 0.825], [-0.115, -1.173, 0.879], [-0.518, -0.200, -0.166], [0.743, 0.054, -1.019], [0.954, -1.266, -1.851], [2.077, 0.565, -0.406], [-1.288, 0.968, 0.259], [-1.593, 1.894, -0.883], [-0.727, 1.714, 1.534], [-3.114, 0.168, 0.727], [-2.096, -2.125, 0.961], [-0.880, -2.712, -0.204], [-0.587, -3.229, 1.518], [0.894, -1.733, 0.890], [-0.170, -0.819, 1.937], [-1.115, -0.656, -1.005], [0.308, 0.817, -1.737], [0.949, -1.002, -2.926], [1.933, -1.708, -1.670], [0.175, -2.035, -1.706], [2.810, -0.143, 0.096], [1.710, 1.186, 0.426], [2.533, 1.162, -1.158], [-2.160, 1.489, -1.829], [-2.365, 2.605, -0.542], [-0.843, 2.664, -1.243], [-0.150, 0.893, 2.132], [0.039, 2.516, 1.238], [-1.533, 2.232, 2.087]],
  "mol_weight_g_mol": 209.15,
  "total_energy_ha": -2944.65919,
  "max_force_ev_per_a": 4.40,
  "smiles": "CC[N@H+](C(C)C)C(C)(C)Br",
  "homo_lumo_gap_ev": 10.91,
  "relative_energy_kj_mol": 23.1,
  "spin_multiplicity": 1,
  "charge": 1
}

---

No. 7
{
  "formula": "C8H19CdFIP",
  "method": "wB97M-V/def2-TZVPD",
  "species": ["C", "C", "C", "C", "C", "P", "I", "C", "C", "C", "F", "H", "H", "H", "H", "H", "H", "H", "H", "H", "H", "H", "H", "H", "H", "H", "H", "H", "H", "H", "Cd"],
  "coordinates": [[-4.070, 0.023, -0.621], [-2.697, -0.132, -1.290], [-1.597, 0.442, -0.439], [-0.239, 0.471, -1.124], [0.799, 1.269, -0.390], [2.474, 0.538, -0.384], [3.028, 2.904, -1.589], [2.034, -1.093, 0.400], [1.330, -1.018, 1.752], [2.152, -1.578, 2.881], [0.166, -1.746, 1.625], [-4.708, -0.812, -0.854], [-3.960, 0.066, 0.454], [-4.568, 0.933, -0.922], [-2.753, 0.423, -2.246], [-2.526, -1.176, -1.502], [-1.871, 1.473, -0.198], [-1.511, -0.060, 0.515], [0.099, -0.497, -1.462], [-0.425, 1.011, -2.134], [0.483, 1.526, 0.610], [0.906, 2.221, -0.905], [3.424, 0.858, 0.572], [2.956, -0.029, -1.552], [2.972, -1.621, 0.530], [1.456, -1.715, -0.267], [1.053, -0.002, 2.021], [2.367, -2.618, 2.695], [3.070, -1.012, 2.975], [1.605, -1.473, 3.805], [-1.449, 2.425, -2.955]],
  "mol_weight_g_mol": 404.53,
  "total_energy_ha": -1222.04026,
  "max_force_ev_per_a": 3.73,
  "homo_lumo_gap_ev": 3.68,
  "spin_multiplicity": 1,
  "charge": 2
}

---

No. 8
{
  "formula": "C8H19N",
  "method": "wB97M-V/def2-TZVPD",
  "species": ["C", "C", "C", "C", "N", "C", "C", "C", "C", "H", "H", "H", "H", "H", "H", "H", "H", "H", "H", "H", "H", "H", "H", "H", "H", "H", "H", "H"],
  "coordinates": [[2.027, -0.192, -1.652], [1.099, -1.005, -0.756], [0.072, -1.763, -1.579], [0.674, -0.017, 0.668], [0.848, -0.867, 1.808], [-0.696, 0.573, 0.478], [-0.778, 1.684, 1.863], [-0.840, 1.477, -0.743], [-1.891, -0.363, 0.619], [2.537, -0.841, -2.377], [1.494, 0.574, -2.220], [2.810, 0.295, -1.063], [1.730, -1.775, -0.291], [0.569, -2.482, -2.246], [-0.492, -1.107, -2.248], [-0.595, -2.372, -0.961], [1.428, 0.774, 0.702], [0.184, -0.727, 2.560], [1.799, -0.836, 2.164], [-1.574, 2.404, 1.654], [-1.057, 1.135, 2.767], [0.161, 2.221, 2.023], [-1.711, 2.132, -0.634], [-1.009, 0.902, -1.655], [0.039, 2.111, -0.888], [-1.707, -1.397, 0.924], [-2.494, -0.483, -0.284], [-2.626, -0.053, 1.369]],
  "mol_weight_g_mol": 129.25,
  "total_energy_ha": -370.91815,
  "max_force_ev_per_a": 4.36,
  "smiles": "CC(C)[C@H](N)C(C)(C)C",
  "homo_lumo_gap_ev": 9.36,
  "relative_energy_kj_mol": 142.2,
  "spin_multiplicity": 1,
  "charge": 0
}